Entry 1:
{"formula": "C5H10FNO", "method": "ωB97M-V with the def2-TZVPD basis set", "symbols": ["C", "C", "C", "C", "C", "H", "H", "H", "H", "H", "H", "H", "H", "H", "H", "N", "O", "F"], "coordinates": [[-2.642, -0.308, 0.079], [-0.373, -0.589, -0.290], [0.027, 0.790, -0.670], [0.922, -0.031, 0.192], [2.278, -0.470, -0.384], [-2.592, 0.693, -0.373], [-3.336, -0.320, 0.922], [-2.951, -1.059, -0.677], [-0.317, -1.411, -1.026], [0.337, 0.932, -1.724], [2.860, -1.137, 0.273], [2.894, 0.458, -0.529], [2.188, -1.017, -1.350], [1.631, 1.169, 1.694], [0.116, 0.727, 1.843], [1.023, 0.378, 1.545], [-1.367, -0.629, 0.640], [-0.699, 1.823, -0.166]], "lumo_energy_ev": 1.0, "spin_multiplicity": 1, "charge": 0, "e_tot_ha": -426.30423, "e_homo_ev": -8.750, "e_above_lowest_kcal_mol": 35.21, "homo_lumo_gap_ev": 9.7084, "smiles": "CO[C@H]1[C@@H](F)[C@@]1(C)N"}

=====

Entry 2:
{"formula": "C5H10FeO3", "method": "ωB97M-V with the def2-TZVPD basis set", "symbols": ["O", "C", "C", "O", "C", "C", "O", "C", "Fe", "H", "H", "H", "H", "H", "H", "H", "H", "H", "H"], "coordinates": [[2.497, 1.451, 0.219], [2.768, 0.202, -0.367], [1.504, -0.620, -0.572], [0.989, -0.909, 0.783], [-0.372, -1.360, 0.796], [-1.109, -0.425, -0.158], [-1.419, 0.770, 0.618], [-2.466, 1.543, 0.060], [0.612, 1.220, 0.592], [3.484, -0.361, 0.272], [3.242, 0.315, -1.363], [1.734, -1.581, -1.059], [-0.778, -1.531, 1.802], [-0.382, -2.352, 0.315], [-2.046, -0.881, -0.501], [-3.429, 1.042, 0.241], [-2.445, 2.527, 0.541], [-2.336, 1.671, -1.026], [-0.048, -0.722, -1.194]], "lumo_energy_ev": [-3.9, -6.0], "spin_multiplicity": 6, "charge": 1, "e_tot_ha": -1685.46286, "e_homo_ev": [-13.169, -13.608], "s2": 8.77, "e_above_lowest_kcal_mol": 77.71, "homo_lumo_gap_ev": [9.2396, 7.6504]}

=====

Entry 3:
{"formula": "C5H10HgO3", "method": "ωB97M-V with the def2-TZVPD basis set", "symbols": ["O", "C", "C", "O", "C", "C", "O", "C", "Hg", "H", "H", "H", "H", "H", "H", "H", "H", "H", "H"], "coordinates": [[1.926, 1.694, -0.281], [3.116, 1.178, 0.202], [3.241, -0.338, -0.046], [2.129, -1.038, 0.390], [-2.252, -2.281, -0.288], [-2.747, -1.049, -0.167], [-1.943, 0.042, -0.055], [-2.580, 1.292, 0.180], [0.457, 0.201, 0.000], [3.214, 1.333, 1.309], [4.021, 1.668, -0.243], [4.191, -0.683, 0.435], [3.404, -0.469, -1.149], [-1.194, -2.467, -0.482], [-2.984, -3.095, -0.296], [-1.937, 2.052, -0.278], [-3.578, 1.304, -0.280], [-2.665, 1.485, 1.259], [-3.818, -0.829, -0.209]], "lumo_energy_ev": [3.4, 3.4], "spin_multiplicity": 2, "charge": -1, "e_tot_ha": -575.52279, "e_homo_ev": [-1.367, -3.445], "s2": 0.75, "e_above_lowest_kcal_mol": 4.07, "homo_lumo_gap_ev": [4.7876, 6.8026]}

=====

Entry 4:
{"formula": "C5H10N", "method": "ωB97M-V with the def2-TZVPD basis set", "symbols": ["C", "C", "C", "C", "C", "N", "H", "H", "H", "H", "H", "H", "H", "H", "H", "H"], "coordinates": [[-0.360, -0.951, -1.049], [0.315, -1.075, 1.160], [0.781, -0.502, -0.152], [-0.771, -0.489, 0.333], [1.444, 0.795, -0.598], [-1.410, 0.851, 0.489], [-0.542, -0.335, -1.916], [-0.405, -1.967, -1.251], [0.204, -2.162, 1.084], [0.525, -0.769, 2.171], [1.840, 1.203, 0.385], [0.637, 1.391, -0.856], [2.113, 0.632, -1.444], [-0.689, 1.497, 0.197], [-1.445, 1.031, 1.480], [-2.237, 0.849, -0.035]], "lumo_energy_ev": -3.6, "spin_multiplicity": 1, "charge": 1, "e_tot_ha": -250.89325, "e_homo_ev": -13.348, "e_above_lowest_kcal_mol": 70.31, "homo_lumo_gap_ev": 9.7268, "smiles": "C[C@]12C[C@]1([NH3+])C2"}